(one)
{"formula": "C2H2OS2", "method": "the ωB97M-V functional and the def2-TZVPD basis", "species": ["C", "C", "O", "S", "S", "H", "H"], "coordinates": [[1.044, -0.807, 0.609], [0.175, 0.200, 0.045], [1.757, -1.575, 0.035], [-0.466, 1.500, 0.684], [-0.203, -0.074, -2.169], [0.981, -0.762, 1.721], [-1.141, 0.869, -2.175]], "nbo_charge": [0.30, -0.24, -0.43, 0.25, -0.15, 0.14, 0.12], "e_homo_ev": -9.455, "spin_multiplicity": 1, "total_charge": 0, "orbital_gap_ha": 0.270}

***

(two)
{"formula": "C2H2OS2", "method": "the ωB97M-V functional and the def2-TZVPD basis", "species": ["C", "C", "O", "S", "S", "H", "H"], "coordinates": [[0.364, 0.242, 0.958], [0.914, 0.882, 0.024], [-1.456, -0.722, -0.749], [-1.017, -1.031, 0.774], [-0.445, -0.798, -2.041], [0.552, 0.249, 2.010], [1.089, 1.178, -0.977]], "nbo_charge": [-0.49, -0.04, -0.77, 0.60, 0.17, 0.27, 0.25], "e_homo_ev": [-8.485, -8.484], "spin_multiplicity": 1, "total_charge": 0, "orbital_gap_ha": [0.230, 0.230]}

***

(three)
{"formula": "C2H2OS2", "method": "the ωB97M-V functional and the def2-TZVPD basis", "species": ["C", "C", "O", "S", "S", "H", "H"], "coordinates": [[-0.565, 1.426, 0.215], [2.525, 0.448, 0.712], [-1.283, 1.293, -0.689], [2.648, 1.954, -0.100], [2.305, -0.938, 1.421], [-0.716, 2.324, 0.883], [0.299, 0.421, 0.881]], "nbo_charge": [0.32, -0.30, -0.50, 0.07, 0.25, 0.11, 0.04], "e_homo_ev": -9.461, "spin_multiplicity": 1, "total_charge": 0, "orbital_gap_ha": 0.317}

***

What should be chosen as the most stable of them? Choose (one).